Entry 1:
99
Properties=species:S:1:pos:R:3:forces:R:3 method="wB97M-V/def2-TZVPD" homo_lumo_gap_ev="5.22 / 5.22" e_homo_ha="-0.20912 / -0.20913" largest_force_ha_per_bohr=0.06677 charge=0 e_lumo_ev="-0.5 / -0.5"
Pd -0.147 0.488 -0.139 3.164 -0.266 1.307
F -3.974 -0.997 1.514 0.153 -0.997 0.481
F -4.769 0.474 0.045 -0.557 0.302 -0.729
F -4.298 1.156 2.178 -0.180 0.558 0.631
F -2.608 0.641 0.720 0.186 0.137 0.079
N -4.973 -2.078 -0.705 -0.073 0.180 0.192
N 1.134 2.267 -0.815 -1.374 -1.752 0.133
N -0.989 -1.872 0.269 0.279 0.820 0.414
N -1.725 0.024 -2.261 -0.160 0.283 0.427
C 0.940 3.669 2.515 0.058 0.084 -0.207
C 2.601 -1.615 0.390 -0.418 0.496 0.455
C 3.874 -1.905 -0.051 0.305 -0.149 -0.116
C 1.435 3.102 0.181 0.020 0.450 0.928
C 2.010 4.568 2.515 0.259 0.122 -0.038
C 3.416 0.451 1.337 -0.792 -0.229 0.191
C -3.369 -1.812 -2.640 0.241 0.242 0.081
C -1.911 -1.298 -2.799 0.007 -0.437 -0.276
C -0.909 -2.281 -2.168 0.035 0.038 0.108
C 4.924 -1.032 0.198 -0.133 0.114 0.053
C 1.686 2.325 -2.146 0.015 -0.275 0.053
C 2.117 -1.419 4.065 -0.079 0.021 -0.071
C 0.378 -0.199 2.728 -0.078 0.195 -0.500
C 1.712 -1.981 6.366 0.004 0.006 0.014
C 4.681 0.149 0.889 0.340 -0.167 -0.137
C 3.876 5.785 1.342 -0.094 0.000 -0.024
C 0.649 2.976 1.364 0.109 0.296 -0.072
C 3.652 2.070 -3.689 0.373 -0.111 0.042
C 2.459 4.082 0.209 -0.213 -0.418 -0.305
C 0.057 -0.775 5.112 0.044 0.064 -0.268
C 3.205 2.071 -2.226 -0.148 0.101 -0.117
C 1.096 2.492 -5.046 0.064 -0.019 0.043
C 2.338 -0.436 1.122 1.690 -0.228 -0.824
C 2.960 0.942 -4.450 -0.041 0.080 0.001
C 0.868 -0.799 3.972 0.252 -0.150 0.388
C -3.552 -2.024 -1.156 0.371 -0.138 -0.265
C 2.755 4.785 1.360 -0.284 -0.004 0.549
C 3.307 3.411 -4.339 0.018 -0.111 0.022
C 1.028 -0.104 1.570 -2.285 0.845 -1.091
C -2.767 -3.243 -0.711 0.166 0.147 0.135
C 1.796 3.623 -4.296 -0.031 0.295 -0.138
C 2.530 -2.002 5.247 0.066 -0.066 0.066
C 1.329 3.654 -2.843 0.047 -0.198 -0.081
C -1.283 -2.849 -0.779 0.020 -0.212 -0.517
C 0.143 3.450 3.766 0.056 -0.062 -0.063
C 1.004 1.193 -2.928 0.108 0.385 -0.161
C 0.476 -1.359 6.293 0.020 -0.102 0.171
C 1.450 1.160 -4.385 -0.064 -0.158 -0.096
B -3.908 0.383 1.154 -0.035 -0.161 -0.304
H 4.736 1.915 -3.721 -0.024 0.025 -0.046
H 3.498 -2.481 5.291 0.059 -0.024 0.017
H 1.252 0.245 -2.427 -0.095 0.045 -0.031
H -2.970 -4.094 -1.365 -0.027 -0.044 -0.001
H 3.053 4.283 -0.667 0.036 -0.016 -0.057
H 0.040 -1.746 -2.050 -0.017 -0.171 -0.127
H -1.562 0.062 -1.238 -1.317 -0.399 -0.981
H 0.015 2.651 -5.020 -0.063 -0.021 -0.033
H -0.637 0.189 2.806 0.053 0.022 -0.206
H -3.009 -3.518 0.318 -0.015 -0.068 0.017
H 3.217 -0.022 -4.003 0.036 -0.056 -0.006
H 4.175 6.057 2.351 0.043 0.057 0.083
H -1.695 -1.242 -3.877 -0.032 -0.085 0.220
H -3.519 -2.732 -3.208 -0.055 -0.080 -0.022
H -4.923 -2.030 0.331 -0.189 0.077 -0.161
H 3.811 4.222 -3.809 0.055 0.069 0.017
H 0.936 0.342 -4.906 0.002 0.022 0.013
H 5.921 -1.265 -0.144 0.084 -0.038 -0.052
H -5.437 -1.202 -0.988 0.037 -0.237 0.175
H -3.142 -1.143 -0.660 -0.318 -0.099 -0.005
H 1.553 4.581 -4.769 -0.005 -0.027 -0.013
H 3.661 3.419 -5.373 0.034 0.042 -0.077
H 3.295 0.935 -5.491 0.041 -0.060 -0.060
H 1.795 -2.311 0.187 0.001 0.012 -0.019
H 5.493 0.836 1.084 0.009 0.044 -0.016
H 4.055 -2.828 -0.587 0.003 0.005 -0.027
H -5.481 -2.902 -1.032 0.096 0.191 0.044
H 1.783 4.499 -2.327 -0.012 0.018 0.053
H -1.782 -1.696 0.879 -0.023 0.042 0.054
H -0.167 -1.338 7.162 -0.036 0.032 0.016
H 2.038 -2.447 7.286 -0.003 0.007 0.039
H 2.760 -1.445 3.198 0.065 -0.065 0.087
H -0.233 -2.176 0.877 -0.101 0.108 -0.104
H 3.229 1.368 1.875 -0.060 0.170 0.037
H 0.244 3.789 -2.800 -0.031 -0.013 0.075
H -2.460 0.665 -2.526 0.000 0.150 0.183
H -0.912 -0.293 5.069 -0.040 0.031 -0.060
H 0.136 4.348 4.380 -0.066 0.002 0.080
H -0.747 -3.113 -2.855 -0.033 -0.059 -0.058
H -4.049 -1.050 -3.023 -0.051 0.056 -0.053
H -0.220 2.308 1.312 0.258 0.277 0.168
H 0.593 2.642 4.348 -0.029 -0.048 0.123
H 1.409 2.483 -6.093 -0.012 0.020 -0.080
H 3.427 1.111 -1.752 -0.014 -0.071 0.039
H 3.762 2.832 -1.684 0.048 -0.009 0.055
H 2.249 5.113 3.418 0.041 0.075 0.123
H -0.880 3.165 3.530 -0.110 -0.004 0.044
H 3.563 6.691 0.821 0.046 0.092 -0.017
H 4.741 5.382 0.819 0.100 0.017 -0.039
H -0.672 -3.751 -0.626 -0.145 0.195 0.032
H -0.077 1.344 -2.876 0.338 -0.057 -0.007

Entry 2:
106
Properties=species:S:1:pos:R:3:forces:R:3 method="wB97M-V/def2-TZVPD" homo_lumo_gap_ev=6.42 de_lowest_kcal_mol=27.36 e_homo_ha=-0.38324 largest_force_ha_per_bohr=0.01792 charge=+1 e_lumo_ev=-4.0
Ta 1.105 -0.271 0.236 0.572 0.148 0.707
Te -0.169 -0.642 -2.113 -0.188 -0.287 -0.203
O 1.336 -2.225 -0.106 -0.070 -0.276 -0.076
O -1.605 0.664 0.636 -0.098 0.027 0.072
O -2.365 -3.527 4.313 -0.027 -0.107 -0.018
O 0.221 -4.167 -0.374 -0.012 0.017 0.112
O 0.119 1.121 4.012 -0.046 -0.153 -0.001
O 0.766 0.831 1.888 -0.015 0.006 -0.011
N 3.953 0.622 -0.358 0.104 0.004 0.050
N 2.928 -0.766 1.876 -0.291 0.232 -0.110
N 3.530 0.442 2.073 0.122 -0.105 -0.025
N 1.566 1.934 -0.290 -0.239 0.041 0.380
N 3.091 -0.320 -0.851 -0.079 0.136 -0.129
N -2.620 2.177 2.012 0.017 -0.199 -0.117
N 2.473 2.316 0.650 0.480 -0.172 -0.074
N -0.032 -1.449 1.713 0.119 -0.003 -0.057
C -2.624 1.111 1.190 -0.097 -0.031 0.096
C -2.163 -0.106 -2.542 -0.279 -0.077 0.050
C -4.818 0.409 -3.264 -0.083 -0.007 -0.017
C -1.209 -1.577 3.759 0.079 0.069 -0.304
C 2.555 -3.218 -2.457 -0.068 0.046 -0.040
C -3.005 -2.141 -1.172 0.153 -0.059 0.054
C -4.502 -0.638 -2.417 0.151 -0.001 0.044
C -1.646 3.321 -1.194 0.032 0.025 0.034
C -2.445 0.885 -3.492 -0.095 -0.163 0.122
C 1.844 -3.210 4.165 -0.063 0.064 -0.103
C 2.870 -1.402 -4.200 -0.100 0.034 0.028
C 4.199 0.446 3.230 -0.061 -0.148 0.003
C -1.412 1.627 -4.285 0.151 0.081 -0.077
C 0.175 0.463 3.010 -0.063 0.217 -0.057
C 0.430 -3.150 0.221 0.030 0.187 -0.651
C 3.248 -1.520 2.937 0.004 -0.209 0.015
C -3.190 -0.929 -2.044 -0.040 0.264 -0.207
C 3.372 -2.008 -2.884 0.182 -0.034 -0.040
C -1.457 3.027 2.167 0.070 0.095 0.025
C -3.806 2.668 2.690 -0.041 0.030 0.078
C -3.964 0.466 0.931 0.128 -0.120 -0.117
C 2.255 3.564 1.037 -0.139 0.093 -0.333
C 4.037 -0.782 3.826 -0.011 0.218 -0.140
C 4.991 -0.330 -2.036 -0.016 0.102 0.131
C 2.820 -3.854 1.929 -0.197 -0.063 0.054
C 0.241 4.207 -2.594 -0.001 0.048 0.026
C 0.781 3.013 -0.509 0.029 -0.002 -0.248
C -0.202 3.097 -1.636 -0.017 -0.255 -0.135
C 1.191 4.063 0.307 0.043 -0.156 0.131
C 3.735 -0.915 -1.893 -0.096 -0.185 0.044
C -3.775 1.144 -3.802 0.066 -0.022 0.016
C -1.587 -2.889 3.437 -0.071 0.091 -0.037
C -1.106 -3.483 2.266 0.040 0.247 -0.104
C -0.423 -0.902 2.855 -0.298 0.075 0.348
C -0.306 -2.713 1.451 -0.351 -0.336 -0.024
C 2.984 -2.985 3.171 0.128 -0.069 0.042
C 5.087 0.621 -1.053 -0.097 -0.043 -0.017
C -6.240 0.703 -3.643 -0.021 -0.003 0.019
B 3.714 1.436 0.919 -0.167 0.067 0.062
H 0.128 5.189 -2.133 0.007 0.037 0.043
H 2.815 -2.182 -4.957 -0.016 -0.071 -0.057
H -4.738 1.207 0.758 -0.098 0.083 -0.035
H 4.472 -1.135 4.741 0.052 -0.032 0.121
H 3.907 -3.313 3.663 -0.103 -0.026 -0.023
H 1.786 -3.855 1.576 0.544 -0.155 0.294
H -1.715 4.183 -0.528 0.001 0.052 0.027
H 0.795 5.059 0.332 -0.066 0.139 0.006
H 1.743 -4.268 4.402 0.022 -0.075 0.001
H -1.983 -2.270 -0.826 0.025 0.025 0.001
H -1.314 -4.511 2.005 -0.001 -0.070 -0.032
H 2.002 -2.666 5.095 0.045 0.047 0.051
H -2.270 3.530 -2.060 -0.056 0.006 -0.091
H -4.285 3.468 2.120 -0.019 0.016 -0.009
H -4.272 -0.150 1.775 -0.002 -0.052 0.088
H 3.544 -0.627 -4.559 0.055 0.058 -0.020
H -1.545 2.705 -4.195 -0.020 -0.043 -0.028
H -6.453 1.769 -3.571 -0.010 0.056 -0.002
H 1.877 -0.967 -4.095 0.032 -0.011 -0.015
H -3.871 -0.157 0.046 -0.031 0.195 0.241
H -0.376 4.193 -3.490 0.020 0.069 -0.017
H 0.900 -2.870 3.738 0.244 -0.087 0.126
H -6.437 0.401 -4.671 -0.002 -0.013 -0.053
H 2.897 4.035 1.759 0.101 0.065 0.057
H -1.119 3.033 3.203 -0.010 0.000 -0.021
H 5.881 1.289 -0.780 0.114 0.086 0.019
H -3.500 3.069 3.656 -0.033 -0.001 -0.016
H 1.282 4.095 -2.893 0.062 -0.039 -0.012
H 5.729 -0.597 -2.767 0.090 -0.028 -0.085
H -3.280 -3.040 -1.725 0.026 -0.030 -0.039
H -0.660 2.667 1.534 0.020 0.027 0.016
H -4.524 1.876 2.868 -0.033 -0.027 0.022
H -1.495 -1.120 4.693 -0.021 0.028 0.078
H -5.300 -1.258 -2.025 -0.055 -0.063 0.031
H -1.724 4.046 1.875 0.037 0.003 -0.011
H 1.486 -3.030 -2.446 0.000 -0.010 0.010
H 4.775 1.304 3.518 0.077 0.117 0.061
H -0.129 2.144 -2.171 -0.087 0.223 0.174
H 3.461 -3.540 1.107 0.007 0.051 -0.022
H 4.654 2.137 1.143 0.027 0.020 0.042
H -2.050 2.447 -0.690 0.062 0.109 -0.091
H 2.739 -4.013 -3.178 -0.004 -0.060 -0.078
H -0.388 1.383 -4.006 -0.034 0.011 -0.019
H -1.521 1.379 -5.340 -0.029 -0.021 -0.080
H -6.938 0.172 -3.001 -0.038 -0.024 0.026
H 3.058 -4.887 2.176 0.027 -0.043 0.019
H -3.650 -2.092 -0.295 -0.041 -0.063 0.018
H -3.997 1.927 -4.515 -0.011 0.095 -0.093
H 4.368 -2.405 -3.113 -0.088 0.017 0.020
H 2.842 -3.581 -1.475 0.048 -0.041 0.046
H -2.548 -4.432 4.026 0.004 0.073 0.036

The lowest charge belongs to which entry? C38H51BF4N4Pd

Look up the charge of the first one. 0

Among the records above, which one has the highest charge? C38H51BN8O6TaTe